62
Properties=species:S:1:pos:R:3:forces:R:3 method="wB97M-V/def2-TZVPD" total_energy_ev=-59500.6070 multiplicity=1 total_charge=0 orbital_gap_ev="6.20 / 6.20"
Rh -0.371502 0.042605 -0.127583 0.38 -1.20 0.95
C 3.001122 3.314644 3.373592 -0.15 0.16 0.00
N 2.633789 2.201347 2.540467 -0.15 0.10 0.04
C 3.460310 1.056642 2.260221 0.12 -0.34 -0.16
C 2.606866 0.310132 1.209793 0.47 0.01 0.32
O 2.892410 -0.732584 0.683550 0.11 -0.12 0.13
N 1.474554 1.050468 1.014152 -1.67 -0.52 -1.05
C 1.531645 2.131580 1.775395 0.05 0.14 0.08
N 0.603410 3.086163 1.737009 0.28 -0.12 0.05
H 3.979768 3.122219 3.805822 -0.01 0.03 -0.01
H 2.284771 3.444307 4.189772 0.07 0.04 0.02
H 3.046091 4.234205 2.783375 0.07 0.04 0.10
H 3.619456 0.429277 3.142598 -0.03 0.02 -0.09
H 4.429428 1.339112 1.842690 -0.02 -0.03 -0.03
H -0.246914 2.855125 1.237759 0.00 0.09 0.07
H 0.534417 3.762244 2.475058 0.01 0.03 0.04
F -1.849130 6.345852 1.691604 -0.08 -0.13 -0.09
C -1.862523 5.199378 0.963369 0.08 -0.14 -0.08
C -2.690485 4.154889 1.347430 0.24 0.61 0.14
C -2.664188 2.982758 0.627972 0.47 -0.25 -0.65
C -1.788286 2.807409 -0.470313 -0.11 1.26 0.65
C -1.732175 1.566359 -1.175780 1.54 -1.82 -1.12
C -0.995459 3.918459 -0.846039 -0.48 -0.57 0.02
C -1.033557 5.101118 -0.144337 -0.18 0.31 0.36
H -3.327111 4.265940 2.209479 -0.13 0.07 0.12
H -3.311801 2.168659 0.915254 -0.01 -0.12 0.05
H -1.258493 1.625776 -2.157911 -0.41 0.17 -0.03
H -2.676966 1.025441 -1.184922 0.14 -0.10 0.00
H -0.366456 3.838247 -1.719391 0.13 -0.06 -0.09
H -0.429798 5.946364 -0.438267 0.05 0.09 0.01
C 3.983566 2.069683 -3.194659 0.21 -0.20 -0.18
C 2.977979 2.552855 -2.344717 -0.28 0.06 0.17
C 1.993616 1.715645 -1.893267 -0.03 0.32 0.05
C 1.981797 0.345445 -2.230440 0.02 -0.20 -0.14
C 1.015931 -0.559843 -1.704318 -1.57 1.00 0.55
C 1.071111 -1.879401 -2.093938 -0.52 0.24 0.36
C 2.040288 -2.342779 -2.999086 0.40 0.12 -0.14
C 2.995813 -1.493916 -3.479851 -0.05 -0.31 -0.11
C 2.996950 -0.135733 -3.104977 -0.24 0.06 0.26
C 3.981733 0.757015 -3.575598 0.17 0.24 -0.05
H 4.754197 2.740743 -3.549396 0.04 0.01 -0.04
H 2.987586 3.594534 -2.052310 -0.07 0.07 0.01
H 1.204377 2.083236 -1.247363 0.08 -0.02 -0.08
H 0.379430 -2.608552 -1.683572 -0.05 0.08 0.10
H 2.027299 -3.381410 -3.301183 0.06 -0.08 0.02
H 3.768151 -1.851041 -4.147111 0.04 -0.03 -0.09
H 4.745761 0.381438 -4.243832 0.06 -0.04 -0.03
I -1.439160 0.604878 3.192444 0.01 -0.22 0.05
C -0.557530 -0.888021 1.915924 0.19 0.17 -1.02
H -1.213508 -1.754007 1.975039 0.03 0.06 0.11
H 0.423972 -1.112438 2.330375 -0.12 0.03 0.05
C -4.967512 -1.882233 -3.451530 0.10 -0.14 -0.26
N -4.206034 -1.630542 -2.251153 0.46 -0.33 0.08
C -2.872324 -1.787017 -2.106942 -0.12 0.20 -0.76
N -2.088580 -1.997535 -3.178649 -0.67 0.29 0.22
S -2.236214 -1.763502 -0.553850 0.89 0.70 1.17
H -5.997198 -1.579824 -3.278195 0.04 0.04 -0.04
H -4.960751 -2.941209 -3.727380 0.01 0.03 -0.01
H -4.573497 -1.297617 -4.284247 -0.08 0.04 -0.01
H -4.709567 -1.618121 -1.377518 0.15 0.11 0.02
H -2.458372 -1.954490 -4.112462 0.02 0.06 -0.06
H -1.088095 -1.912112 -3.049433 0.03 -0.01 0.05